Record 1
The following is a quantum chemistry calculation of a structure of composition C34H54MnN3O2P2, from the OMol25 dataset.

Atoms and positions in Å:
1 C -0.66 1.14 2.30
2 C -0.36 2.45 0.38
3 C -1.07 2.26 3.01
4 C -0.44 3.64 1.15
5 C -0.93 3.53 2.44
6 H -1.49 2.13 4.00
7 H -0.33 4.58 0.61
8 H -1.14 4.42 3.01
9 N -0.33 1.21 0.99
10 P 0.45 -1.43 2.20
11 P -0.51 0.97 -1.89
12 C -0.62 -0.18 3.06
13 H -0.27 -0.03 4.10
14 H -1.64 -0.60 3.18
15 C 0.05 -2.08 -0.72
16 O -0.03 -3.15 -1.21
17 C -0.54 2.57 -1.04
18 H 0.16 3.26 -1.50
19 C 0.61 0.77 -3.58
20 C -2.28 1.63 -2.39
21 C 2.17 -1.12 3.10
22 C -0.33 -3.11 2.75
23 C 1.48 -0.49 -3.51
24 H 0.89 -1.40 -3.35
25 H 2.02 -0.61 -4.46
26 H 2.22 -0.42 -2.70
27 C -0.29 0.63 -4.81
28 H -0.95 -0.24 -4.75
29 H -0.90 1.53 -5.00
30 H 0.33 0.48 -5.71
31 C 1.49 2.00 -3.70
32 H 2.14 1.88 -4.59
33 H 0.93 2.93 -3.83
34 H 2.16 2.10 -2.84
35 C -3.05 0.67 -3.24
36 H -2.92 -0.36 -2.91
37 H -4.11 0.93 -3.14
38 H -2.78 0.76 -4.29
39 C -3.02 1.79 -1.03
40 H -3.02 0.85 -0.45
41 H -2.58 2.58 -0.38
42 H -4.05 2.15 -1.21
43 C -2.02 3.01 -3.03
44 H -0.96 3.31 -3.13
45 H -2.42 3.07 -4.04
46 H -2.47 3.78 -2.40
47 C 0.52 -4.26 2.19
48 H 0.00 -5.21 2.40
49 H 0.64 -4.19 1.10
50 H 1.51 -4.33 2.65
51 C -1.74 -3.24 2.17
52 H -2.42 -2.46 2.54
53 H -1.75 -3.22 1.08
54 H -2.16 -4.21 2.49
55 C -0.46 -3.24 4.27
56 H -1.13 -4.07 4.50
57 H 0.49 -3.48 4.76
58 H -0.89 -2.34 4.73
59 C 2.61 0.33 2.94
60 H 3.53 0.43 3.53
61 H 2.87 0.59 1.91
62 H 1.89 1.07 3.31
63 C 3.15 -2.05 2.40
64 H 3.16 -1.89 1.32
65 H 4.14 -1.82 2.79
66 H 2.96 -3.10 2.60
67 C 2.05 -1.38 4.59
68 H 1.24 -0.83 5.07
69 H 1.97 -2.43 4.84
70 H 2.97 -1.03 5.06
71 Mn 0.29 -0.49 -0.03
72 N 2.08 -0.26 -0.24
73 C 3.05 0.52 -0.25
74 C 3.75 1.73 -0.61
75 C 5.11 1.42 -0.83
76 C 3.42 3.18 -0.53
77 C 6.11 2.38 -0.79
78 H 5.39 0.37 -0.92
79 C 4.46 4.12 -0.55
80 H 2.37 3.57 -0.45
81 C 5.80 3.73 -0.66
82 H 7.12 1.99 -0.87
83 H 4.24 5.19 -0.46
84 H 6.60 4.47 -0.65
85 C -5.14 -2.09 0.07
86 N -4.31 -2.38 -1.10
87 C -4.86 -3.18 -2.19
88 C -3.04 -1.95 -1.11
89 O -2.54 -1.31 -0.18
90 H -6.15 -2.46 -0.15
91 H -5.17 -1.01 0.26
92 H -4.76 -2.60 0.96
93 H -4.84 -2.62 -3.13
94 H -4.29 -4.11 -2.32
95 H -5.90 -3.43 -1.94
96 H -2.47 -2.23 -2.03

2S+1: 6
Strongest force on any atom in eV/Å: 6.84
⟨S²⟩: 8.88
Total charge: +1
ΔE to the lowest compared entry with this formula, charge and spin in kcal per mole: 100.11
E_LUMO (spin up / spin down) in eV: -2.50 / -4.18
Calculated total energy in Eh: -3476.0045
Orbital gap (spin up / spin down) in eV: 4.8 / 6.6

Record 2
The following is a quantum chemistry calculation of a cluster of 5 separate species, CH10O5 in total, from the OMol25 dataset.

Atoms and positions in Å:
1 C 2.47 2.36 0.23
2 O 3.13 2.31 1.22
3 H 1.63 1.73 0.33
4 H 2.53 3.26 -0.50
5 O -0.01 -0.88 3.45
6 H 0.17 -1.26 4.30
7 H -0.66 -0.07 3.74
8 O -1.59 -0.98 -0.79
9 H -1.79 -1.10 0.10
10 H -0.85 -1.58 -0.89
11 O 1.33 -2.06 -1.24
12 H 2.09 -1.41 -1.43
13 H 1.24 -2.65 -2.03
14 O -3.55 0.88 -2.00
15 H -3.15 -0.04 -2.01
16 H -3.00 1.50 -2.49

Strongest force on any atom in eV/Å: 4.39
SMILES string: C=O.O.O.O.O
ΔE to the lowest compared entry with this formula, charge and spin in kcal per mole: 37.98
E_LUMO in eV: 0.31
Calculated total energy in Eh: -420.2223
Orbital gap in eV: 10.4